Record 1
{"formula": "C51H51AsCrFN2OPSSi", "method": "ωB97M-V/def2-TZVPD", "spin_multiplicity": 5, "homo_ev": [-6.602, -6.706], "e_lumo_ha": [-0.006, -0.008], "elements": ["Cr", "S", "C", "C", "C", "C", "C", "C", "As", "C", "C", "C", "C", "C", "C", "C", "C", "C", "C", "C", "C", "H", "H", "H", "H", "H", "H", "H", "H", "H", "H", "H", "H", "H", "H", "C", "Si", "C", "C", "N", "C", "C", "C", "C", "C", "C", "F", "H", "H", "H", "H", "H", "H", "H", "H", "H", "H", "H", "H", "H", "C", "C", "C", "C", "C", "O", "C", "N", "C", "C", "C", "C", "C", "C", "P", "C", "C", "C", "C", "C", "C", "C", "C", "C", "C", "C", "C", "H", "H", "H", "H", "H", "H", "H", "H", "H", "H", "H", "H", "H", "H", "H", "H", "H", "H", "H", "H", "H", "H", "H", "H"], "xyz": [[0.247, -0.500, 0.832], [0.443, -2.923, 1.157], [1.807, -3.473, 0.200], [2.661, -4.471, 0.655], [3.751, -4.846, -0.108], [3.997, -4.249, -1.336], [3.140, -3.266, -1.802], [2.039, -2.888, -1.051], [0.851, -1.415, -1.442], [-0.664, -2.478, -2.132], [-0.844, -3.804, -1.745], [-1.969, -4.510, -2.128], [-2.921, -3.925, -2.943], [-2.728, -2.628, -3.382], [-1.618, -1.911, -2.973], [1.617, -0.873, -3.178], [2.264, 0.358, -3.225], [2.764, 0.849, -4.418], [2.636, 0.099, -5.576], [2.015, -1.139, -5.536], [1.502, -1.625, -4.345], [2.475, -4.917, 1.619], [4.430, -5.597, 0.268], [4.857, -4.533, -1.924], [3.330, -2.757, -2.743], [-0.095, -4.307, -1.148], [-2.088, -5.527, -1.789], [-3.791, -4.486, -3.246], [-3.445, -2.166, -4.046], [-1.498, -0.902, -3.345], [2.340, 0.933, -2.304], [3.239, 1.819, -4.449], [3.020, 0.482, -6.510], [1.923, -1.721, -6.442], [1.012, -2.593, -4.310], [3.880, -0.848, 0.399], [3.562, 0.847, 1.182], [4.469, 0.729, 2.876], [4.466, 2.119, 0.053], [1.867, 1.155, 1.360], [1.529, 2.239, 2.108], [2.419, 3.227, 2.589], [2.031, 4.243, 3.432], [0.716, 4.372, 3.855], [-0.213, 3.474, 3.359], [0.207, 2.479, 2.510], [-0.757, 1.624, 1.999], [4.928, -1.112, 0.485], [3.635, -0.858, -0.661], [3.318, -1.628, 0.900], [5.530, 0.531, 2.747], [4.059, -0.076, 3.479], [4.374, 1.642, 3.455], [5.446, 1.751, -0.236], [4.615, 3.078, 0.538], [3.908, 2.311, -0.859], [3.448, 3.185, 2.287], [2.770, 4.958, 3.765], [0.423, 5.157, 4.533], [-1.259, 3.524, 3.622], [1.394, -1.079, 4.019], [-0.013, -1.597, 4.311], [-0.217, -1.593, 5.831], [-1.086, -0.717, 3.650], [-2.511, -1.109, 4.086], [-3.295, -0.935, 2.925], [-2.442, -0.812, 1.870], [-1.181, -0.751, 2.182], [-3.150, -0.886, 0.604], [-4.213, -1.807, 0.632], [-5.124, -1.912, -0.392], [-5.006, -1.071, -1.492], [-3.939, -0.197, -1.566], [-2.994, -0.077, -0.548], [-1.576, 1.066, -0.749], [-2.122, 2.608, 0.077], [-1.203, 3.655, 0.049], [-1.481, 4.840, 0.699], [-2.678, 4.985, 1.380], [-3.598, 3.950, 1.397], [-3.326, 2.758, 0.748], [-1.853, 1.733, -2.454], [-2.885, 2.619, -2.760], [-3.011, 3.122, -4.041], [-2.123, 2.752, -5.039], [-1.096, 1.873, -4.746], [-0.956, 1.389, -3.457], [2.129, -1.752, 4.458], [1.530, -0.083, 4.439], [1.569, -1.018, 2.943], [-0.107, -2.621, 3.928], [-0.184, -0.571, 6.208], [0.585, -2.155, 6.306], [-1.165, -2.039, 6.122], [-0.881, 0.326, 3.940], [-2.916, -0.480, 4.879], [-2.568, -2.165, 4.382], [-4.294, -2.452, 1.494], [-5.920, -2.641, -0.342], [-5.730, -1.102, -2.293], [-3.838, 0.415, -2.450], [-0.253, 3.521, -0.454], [-0.760, 5.644, 0.691], [-2.885, 5.905, 1.905], [-4.527, 4.072, 1.934], [-4.037, 1.943, 0.779], [-3.593, 2.921, -2.002], [-3.802, 3.822, -4.264], [-2.216, 3.165, -6.033], [-0.392, 1.571, -5.507], [-0.131, 0.735, -3.207]]}

Record 2
{"formula": "C51H51BFN9O17Si", "method": "ωB97M-V/def2-TZVPD", "spin_multiplicity": 1, "homo_ev": -9.556, "smiles": "O=[N+]([O-])c1ccccc1.O=[N+]([O-])c1ccccc1.O=[N+]([O-])c1ccccc1.O=[N+]([O-])c1ccccc1.O=[N+]([O-])c1ccccc1.O=[N+]([O-])c1ccccc1.O=[N+]([O-])c1ccccc1.O=[N+]([O-])c1ccccc1.NB(O)[SiH2]CCCF", "e_lumo_ha": -0.032, "elements": ["O", "N", "O", "C", "C", "C", "C", "C", "C", "H", "H", "H", "H", "H", "O", "N", "O", "C", "C", "C", "C", "C", "C", "H", "H", "H", "H", "H", "O", "N", "O", "C", "C", "C", "C", "C", "C", "H", "H", "H", "H", "H", "O", "N", "O", "C", "C", "C", "C", "C", "C", "H", "H", "H", "H", "H", "O", "N", "O", "C", "C", "C", "C", "C", "C", "H", "H", "H", "H", "H", "O", "N", "O", "C", "C", "C", "C", "C", "C", "H", "H", "H", "H", "H", "O", "N", "O", "C", "C", "C", "C", "C", "C", "H", "H", "H", "H", "H", "O", "N", "O", "C", "C", "C", "C", "C", "C", "H", "H", "H", "H", "H", "N", "B", "O", "Si", "C", "C", "C", "F", "H", "H", "H", "H", "H", "H", "H", "H", "H", "H", "H"], "xyz": [[5.287, -7.205, 0.222], [4.111, -7.005, 0.433], [3.423, -6.226, -0.208], [3.470, -7.742, 1.528], [4.235, -8.604, 2.291], [3.636, -9.284, 3.337], [2.287, -9.098, 3.605], [1.531, -8.234, 2.822], [2.123, -7.548, 1.776], [5.284, -8.749, 2.082], [4.225, -9.956, 3.945], [1.823, -9.627, 4.426], [0.480, -8.092, 3.031], [1.539, -6.873, 1.168], [-1.066, 0.790, 3.492], [-0.287, 0.845, 2.562], [0.406, -0.084, 2.189], [-0.173, 2.120, 1.841], [-0.926, 3.199, 2.269], [-0.808, 4.408, 1.603], [0.055, 4.521, 0.521], [0.799, 3.427, 0.100], [0.687, 2.216, 0.763], [-1.595, 3.102, 3.111], [-1.384, 5.258, 1.925], [0.148, 5.467, 0.005], [1.467, 3.516, -0.745], [1.268, 1.366, 0.435], [-3.203, 6.491, 1.477], [-4.390, 6.738, 1.603], [-4.986, 7.567, 0.944], [-5.140, 5.995, 2.620], [-4.469, 5.075, 3.405], [-5.170, 4.391, 4.384], [-6.524, 4.632, 4.560], [-7.185, 5.555, 3.757], [-6.493, 6.245, 2.779], [-3.415, 4.892, 3.268], [-4.660, 3.676, 5.013], [-7.069, 4.099, 5.328], [-8.241, 5.738, 3.895], [-7.008, 6.963, 2.159], [-10.327, 7.690, -0.773], [-9.144, 7.927, -0.636], [-8.547, 7.857, 0.422], [-8.386, 8.329, -1.829], [-9.054, 8.448, -3.034], [-8.346, 8.846, -4.155], [-6.988, 9.116, -4.060], [-6.332, 8.983, -2.844], [-7.032, 8.587, -1.716], [-10.111, 8.237, -3.102], [-8.856, 8.949, -5.103], [-6.438, 9.431, -4.937], [-5.274, 9.190, -2.772], [-6.517, 8.488, -0.772], [10.283, -2.633, -6.677], [9.095, -2.391, -6.571], [8.487, -1.600, -7.265], [8.343, -3.107, -5.530], [9.015, -3.990, -4.705], [8.307, -4.649, -3.714], [6.945, -4.422, -3.563], [6.283, -3.539, -4.405], [6.986, -2.874, -5.398], [10.074, -4.162, -4.827], [8.819, -5.338, -3.056], [6.396, -4.934, -2.782], [5.223, -3.369, -4.284], [6.479, -2.183, -6.054], [8.258, -11.533, 4.126], [8.190, -10.321, 4.174], [7.384, -9.700, 4.842], [9.143, -9.549, 3.365], [10.049, -10.224, 2.567], [10.931, -9.492, 1.790], [10.899, -8.104, 1.822], [9.988, -7.444, 2.634], [9.100, -8.168, 3.413], [10.069, -11.303, 2.546], [11.642, -10.004, 1.158], [11.586, -7.535, 1.210], [9.966, -6.363, 2.659], [8.388, -7.659, 4.045], [-3.321, 0.874, -5.227], [-3.555, -0.171, -4.655], [-3.390, -0.363, -3.465], [-4.065, -1.293, -5.455], [-4.235, -1.126, -6.817], [-4.697, -2.193, -7.569], [-4.984, -3.405, -6.955], [-4.812, -3.553, -5.585], [-4.349, -2.491, -4.825], [-4.011, -0.181, -7.289], [-4.832, -2.079, -8.635], [-5.339, -4.238, -7.547], [-5.036, -4.496, -5.108], [-4.211, -2.603, -3.760], [-3.442, 6.181, 5.801], [-3.553, 7.027, 6.670], [-3.589, 6.795, 7.861], [-3.665, 8.425, 6.235], [-3.661, 8.706, 4.881], [-3.787, 10.022, 4.469], [-3.912, 11.035, 5.410], [-3.906, 10.735, 6.766], [-3.782, 9.421, 7.187], [-3.561, 7.914, 4.155], [-3.791, 10.256, 3.414], [-4.016, 12.062, 5.086], [-4.000, 11.525, 7.497], [-3.780, 9.182, 8.239], [2.938, -3.338, -0.610], [2.732, -2.823, -1.927], [3.508, -3.360, -2.966], [1.419, -1.357, -2.322], [-0.057, -1.334, -1.133], [-1.200, -2.311, -1.461], [-0.752, -3.591, -2.109], [-1.829, -4.494, -2.101], [2.237, -2.989, 0.032], [2.924, -4.358, -0.588], [3.352, -4.317, -2.964], [2.156, -0.079, -2.099], [1.019, -1.343, -3.749], [-0.471, -0.336, -1.187], [0.312, -1.477, -0.124], [-1.714, -2.566, -0.547], [-1.900, -1.831, -2.123], [-0.513, -3.436, -3.153], [0.058, -4.082, -1.579]]}